# 1
Computed, not measured: C5H8O2 in the gas phase, with wB97M-V/def2-TZVPD.

Geometry as XYZ:
```
15
Properties=species:S:1:pos:R:3:lowdin_charge:R:1
C -0.771 -0.764 0.520 -0.165
H -1.534 -0.782 1.296 0.124
H 0.986 2.139 0.896 0.130
H -2.045 -1.299 -1.117 0.077
C -1.384 -0.468 -0.852 -0.094
H -0.289 -1.749 0.532 0.132
C 1.765 0.243 -0.423 -0.211
H -0.645 -0.371 -1.656 0.065
C 0.737 1.284 0.246 -0.032
O 1.735 -0.015 -1.598 0.063
O 0.802 -0.055 2.162 0.078
H 2.323 -0.440 0.266 0.142
C 0.229 0.187 1.117 -0.494
H 0.071 1.640 -0.545 0.107
H -1.981 0.450 -0.843 0.079
```

Properties
- structure (SMILES) = CCC(=O)CC=O
- total charge = 0
- LUMO energy (eV) = 0.11
- maximum force (eV Å⁻¹) = 1.17
- highest occupied orbital energy (eV) = -9.836



# 2
Computed, not measured: C4H8O2 in the gas phase, with wB97M-V/def2-TZVPD.

Geometry as XYZ:
```
14
Properties=species:S:1:pos:R:3:lowdin_charge:R:1
C -1.006 0.359 -0.135 -0.144
O -1.230 0.412 -1.561 -0.137
O 0.732 -1.227 -0.441 -0.041
H -1.311 1.316 0.303 0.136
C -0.194 0.673 -2.306 0.066
H 1.558 -0.511 1.974 0.083
C 0.427 -0.010 0.222 -0.471
H 1.101 0.791 -0.101 0.130
H -1.674 -0.430 0.221 0.136
H 1.571 -1.126 -0.904 0.098
C 0.530 -0.243 1.718 -0.050
H -0.114 -1.087 1.983 0.086
H 0.237 0.635 2.304 0.084
H -0.610 0.520 -3.329 0.025
```

Properties
- total charge = 0
- LUMO energy (eV) = 0.89
- maximum force (eV Å⁻¹) = 0.56
- highest occupied orbital energy (eV) = -8.469



# 3
Computed, not measured: a molecular structure, C28H44BrMgN3P2, with wB97M-V/def2-TZVPD.

Geometry as XYZ:
```
79
Properties=species:S:1:pos:R:3:lowdin_charge:R:1
H 2.733 -1.650 -0.512 0.065
H -2.349 -2.459 -1.566 0.123
C -1.490 -1.826 2.165 -0.062
C 1.169 -4.248 3.481 -0.205
H 2.349 2.786 0.104 0.055
H 2.234 -1.635 -2.835 0.080
C 1.241 0.240 -2.295 -0.394
C 2.575 2.197 -0.795 -0.385
H -0.450 0.721 4.094 0.142
H 1.705 -5.066 1.529 0.110
H 4.374 1.649 -1.949 0.079
H -0.247 -3.383 -0.624 0.139
N 0.777 -6.964 4.144 0.082
Br -4.440 -0.774 -0.538 0.973
H 0.561 -1.839 -2.203 0.048
C 0.336 1.330 3.657 -0.144
H 4.712 2.110 -0.271 0.069
C -0.537 -2.450 1.306 -0.297
H -5.689 3.283 -2.079 0.077
H 4.275 -1.564 1.258 0.092
H 1.367 -7.440 2.198 0.123
C 3.828 -0.581 1.032 -0.136
P 1.778 0.554 -0.561 0.938
C -2.251 1.274 -3.687 -0.439
H -3.481 3.305 -0.831 0.073
C 4.063 2.305 -1.130 -0.116
H 0.239 -6.348 6.044 0.124
C 1.686 3.062 3.241 -0.015
H 4.639 0.164 1.046 0.080
H 0.573 -3.922 5.554 0.113
H -5.714 2.236 -0.639 0.063
H 3.140 -0.347 1.870 0.032
H -3.366 1.560 -5.541 0.064
H -1.082 5.946 -2.543 0.068
H -2.674 5.577 -1.850 0.069
C 0.881 -2.550 1.711 -0.169
H 2.007 2.667 -1.612 0.084
C -2.364 1.250 -5.217 -0.172
C 2.156 1.959 2.605 -0.129
C -2.107 -2.283 -0.521 -0.075
C 1.223 -1.200 -2.807 -0.121
H 4.272 3.336 -1.456 0.095
H -1.204 1.243 -3.354 0.032
H -1.633 1.932 -5.671 0.074
H -3.312 1.539 -1.103 -0.003
H 1.463 -2.095 3.817 0.138
H -3.409 -0.831 2.289 0.127
H 3.059 1.847 2.027 0.100
H 1.589 -2.840 0.913 0.121
H -2.803 0.446 -3.218 0.061
N 1.263 0.894 2.795 -0.054
C 0.795 -4.654 4.787 0.008
H -2.180 0.243 -5.606 0.066
H 1.879 0.871 -2.938 0.099
C -5.267 2.369 -1.632 -0.202
P -2.984 2.829 -3.096 0.943
C 1.189 -2.857 3.060 -0.010
H -1.319 -1.851 3.250 0.141
H -2.440 5.532 -3.607 0.067
H 0.223 0.662 -2.329 0.044
C -1.965 5.309 -2.643 -0.174
H -0.692 3.601 -3.168 0.074
H -0.063 3.196 4.533 0.176
C 1.192 -6.635 2.919 -0.100
H 3.875 -0.461 -1.154 0.095
C -3.036 -1.611 0.305 -0.660
C 0.583 -6.017 5.059 -0.103
H -5.557 1.519 -2.264 0.055
C -3.747 2.469 -1.488 -0.480
H -1.368 3.527 -1.511 0.060
N 0.545 2.646 3.937 0.104
C 1.400 -5.298 2.549 0.001
C -1.571 3.832 -2.550 -0.458
C -0.907 -2.751 -0.025 -0.015
C -2.715 -1.363 1.643 -0.067
H 0.838 -1.190 -3.839 0.092
H 2.050 4.082 3.243 0.140
C 3.153 -0.644 -0.344 -0.403
Mg 0.426 -0.475 1.442 0.710
```

Properties
- total charge = +2
- LUMO energy (alpha / beta) (eV) = -8.55 / -6.90
- maximum force (eV Å⁻¹) = 2.25
- highest occupied orbital energy (alpha / beta) (eV) = -11.986 / -11.990



# 4
Computed, not measured: 2 unconnected molecules or ions with the total composition C5H14, with wB97M-V/def2-TZVPD.

Geometry as XYZ:
```
19
Properties=species:S:1:pos:R:3:lowdin_charge:R:1
H -1.216 0.357 1.019 0.058
H 1.409 0.143 0.507 0.035
H -0.447 0.714 -2.754 0.068
C -1.233 1.457 -0.932 -0.304
C 1.677 -0.487 1.354 -0.171
H -2.793 0.795 0.463 0.060
H 1.188 -0.083 2.238 0.063
H 0.846 1.429 -1.735 0.069
H 2.746 -0.319 1.489 0.062
H -1.931 -0.501 -0.370 0.067
H -2.097 1.658 -1.572 0.088
H 1.572 -2.187 -0.018 0.064
C 1.276 -1.908 0.999 -0.172
H 0.170 -0.109 -1.332 0.043
H 1.692 -2.700 1.628 0.059
C -0.083 0.861 -1.743 -0.114
H 0.189 -2.012 1.067 0.056
C -1.821 0.470 0.107 -0.130
H -1.146 2.424 -0.415 0.099
```

Properties
- structure (SMILES) = CCC.CC
- total charge = 0
- LUMO energy (eV) = 1.17
- maximum force (eV Å⁻¹) = 1.90
- highest occupied orbital energy (eV) = -11.202



# 5
Computed, not measured: a molecular structure, C50H42As2Cl2GeIrN, with wB97M-V/def2-TZVPD.

Geometry as XYZ:
```
99
Properties=species:S:1:pos:R:3:lowdin_charge:R:1
H -6.797 -0.668 -0.909 0.117
H 0.646 4.831 -2.401 0.107
C 0.897 -4.094 -3.266 -0.073
H -7.664 0.057 1.286 0.118
C 4.254 -0.397 1.606 -0.072
H 5.447 3.404 0.263 0.118
C -1.263 -5.124 1.259 -0.064
C -2.955 0.616 4.845 -0.057
H -1.356 0.582 -3.011 0.073
C -5.873 1.099 1.831 -0.062
Cl -2.533 -2.037 -1.189 0.800
H 1.015 2.820 2.380 0.094
C 0.987 3.970 -2.962 -0.087
C 1.924 1.791 -4.417 -0.058
C 1.989 2.927 1.915 -0.112
H 1.761 -5.402 -0.236 0.116
H -2.402 -4.522 -2.519 0.124
C 0.060 -2.214 -1.956 -0.445
C -0.111 -3.001 1.278 -0.313
H 1.853 -3.031 0.385 0.096
H -1.008 4.393 -0.998 0.064
C 3.638 -0.864 3.884 -0.059
C 1.942 -0.759 2.173 -0.325
H -2.049 -3.362 2.158 0.087
C -1.201 -0.303 2.876 -0.316
H 5.651 -0.538 3.227 0.114
C -1.218 -3.780 1.607 -0.109
H -6.262 1.429 2.785 0.118
C -4.587 1.454 1.452 -0.113
C -1.657 1.107 4.791 -0.061
C -4.105 1.038 0.216 -0.381
C 4.348 3.328 2.102 -0.051
C -4.895 0.279 -0.643 -0.132
H 3.917 -1.023 4.917 0.114
C -2.587 2.158 -2.205 -0.387
H 2.299 0.948 -4.982 0.114
H 1.276 5.100 -4.758 0.118
H 0.251 0.964 3.834 0.085
H -2.891 -1.442 2.165 0.089
H -4.400 -0.689 3.944 0.115
C -1.225 -2.839 -1.940 -0.566
As 0.590 2.502 -0.535 1.197
C 2.923 -0.480 1.224 -0.141
H -3.894 3.801 -1.701 0.113
C -1.942 1.469 -3.227 -0.126
C 3.105 3.162 2.701 -0.054
H -0.524 -5.637 -3.660 0.132
H -1.553 1.385 -5.332 0.116
C -0.362 -4.675 -3.190 -0.004
C 1.553 1.621 -3.094 -0.129
C -1.428 -4.057 -2.542 -0.070
C 1.081 2.714 -2.372 -0.397
H 1.707 -4.590 -3.781 0.124
C 0.916 -4.945 0.263 -0.070
H -2.905 3.389 -5.838 0.118
H -2.824 3.935 0.524 0.088
H 5.217 3.521 2.716 0.118
C -3.476 3.718 -3.799 -0.049
As -2.386 1.614 -0.375 1.147
H -2.124 -5.720 1.532 0.113
H 2.652 -0.319 0.184 0.067
H 3.006 3.229 3.776 0.117
C -1.962 3.269 0.575 -0.385
C 3.370 3.007 -0.069 -0.086
H -1.317 1.824 5.527 0.114
H -1.794 3.012 1.623 0.069
C -2.816 3.041 -4.818 -0.047
Cl 2.657 -2.152 -2.708 0.783
H -0.237 -6.755 0.319 0.114
H 1.624 0.644 -2.631 0.049
C -3.366 3.277 -2.490 -0.089
C -0.781 0.638 3.821 -0.119
H -4.080 4.586 -4.026 0.118
H -3.626 0.951 5.625 0.116
C -3.388 -0.310 3.905 -0.079
H 2.102 3.167 -6.053 0.118
C 4.479 3.261 0.723 -0.056
H 1.559 -1.181 4.259 0.107
C 1.816 3.039 -5.018 -0.050
C -6.173 -0.083 -0.247 -0.053
C 4.611 -0.594 2.933 -0.061
C -2.056 1.916 -4.535 -0.057
H 3.471 2.954 -1.147 0.105
C -0.203 -5.705 0.580 -0.064
C -6.660 0.329 0.987 -0.046
C -2.526 -0.749 2.912 -0.123
C -0.731 3.886 -0.074 -0.363
C 0.961 -3.606 0.616 -0.128
N 0.327 -1.136 -1.225 -0.167
H -0.222 4.596 0.577 0.089
H 5.015 -0.185 0.865 0.112
H -4.528 -0.010 -1.621 0.084
C 1.105 -2.874 -2.663 -0.589
C 1.350 4.126 -4.293 -0.051
H -3.977 2.052 2.118 0.102
C 2.130 2.841 0.535 -0.385
C 2.304 -0.947 3.507 -0.102
Ir -0.356 0.276 -0.383 0.713
Ge 0.105 -1.113 1.692 0.963
```

Properties
- total charge = +2
- LUMO energy (alpha / beta) (eV) = -7.48 / -7.48
- maximum force (eV Å⁻¹) = 0.70
- highest occupied orbital energy (alpha / beta) (eV) = -13.503 / -13.503



# 6
Computed, not measured: a molecular structure, C7H7NO4, with wB97M-V/def2-TZVPD.

Geometry as XYZ:
```
19
Properties=species:S:1:pos:R:3:lowdin_charge:R:1
C 2.626 -0.794 0.087 -0.331
H -3.227 0.315 -0.279 0.070
C 1.768 1.010 -0.363 -0.430
C -1.156 0.285 1.184 -0.111
H -2.605 -1.190 -0.261 0.039
C 1.327 -0.301 -0.269 -0.071
O 3.267 -1.833 0.006 -0.036
H -1.321 -0.735 1.660 0.088
O 1.418 1.996 -1.052 -0.082
H -2.157 0.672 1.454 0.045
H -0.575 1.138 -0.742 0.145
C 3.014 0.683 0.285 -0.301
C -2.418 -0.306 -0.856 -0.079
N 0.021 -0.851 -0.600 -0.250
H -2.396 -0.269 -1.914 0.039
C -0.985 0.128 -0.295 -0.427
O 4.022 1.285 0.736 -0.073
O -0.304 -2.109 -0.333 -0.304
H -0.319 0.875 1.551 0.069
```

Properties
- total charge = -2
- LUMO energy (alpha / beta) (eV) = 6.25 / 6.25
- maximum force (eV Å⁻¹) = 5.76
- highest occupied orbital energy (alpha / beta) (eV) = 1.639 / 1.641